[1]
Formula: C12H18NO3
Source: the OMol25 dataset
Level of theory: ωB97M-V/def2-TZVPD

Values from the calculation:
- Kohn-Sham gap: 0.2854 Eh
- Structure (SMILES): COCCCCCc1c[nH+]ccc1C(=O)O
- Total charge: +1
- E_HOMO: -12.4 eV
- Spin multiplicity: 1

Each line ends with the Löwdin charge.
Positions of all 34 atoms, in Å:
C 3.36 0.28 1.83  -0.10
O 2.64 1.34 1.23  -0.18
C 1.55 0.86 0.46  -0.23
C 2.00 0.39 -0.95  -0.16
C 1.76 -1.10 -1.22  -0.18
C 0.31 -1.57 -1.07  -0.16
C -0.74 -0.66 -1.78  -0.10
C -1.48 0.23 -0.79  -0.13
C -1.41 1.58 -0.99  0.01
N -2.04 2.39 -0.14  0.13
C -2.72 1.95 0.90  -0.02
C -2.83 0.63 1.15  0.06
C -2.21 -0.26 0.28  -0.02
C -2.37 -1.75 0.52  -0.45
O -3.19 -2.38 -0.09  0.19
O -1.53 -2.26 1.46  0.12
H 3.93 0.65 2.68  0.09
H 4.09 -0.16 1.13  0.09
H 2.70 -0.53 2.17  0.09
H 1.00 0.09 1.02  0.11
H 0.91 1.75 0.33  0.11
H 3.08 0.55 -0.97  0.12
H 1.60 1.05 -1.73  0.10
H 2.34 -1.64 -0.46  0.11
H 2.20 -1.41 -2.18  0.12
H 0.10 -1.64 0.00  0.08
H 0.18 -2.58 -1.48  0.13
H -0.30 -0.06 -2.58  0.12
H -1.52 -1.27 -2.26  0.13
H -0.86 2.00 -1.82  0.16
H -1.98 3.39 -0.33  0.19
H -3.18 2.67 1.57  0.16
H -3.38 0.26 2.01  0.15
H -2.03 -2.76 2.12  0.15

[2]
Formula: C12H19AsBN6OPd
Source: the OMol25 dataset
Level of theory: ωB97M-V/def2-TZVPD

Values from the calculation:
- Kohn-Sham gap (spin up / spin down): 0.3510 / 0.2953 Eh
- Expectation value of S²: 2.00
- Total charge: +1
- E_HOMO (spin up / spin down): -11.9 / -11.9 eV
- Spin multiplicity: 3

Each line ends with the Löwdin charge.
Positions of all 41 atoms, in Å:
Pd -0.02 -0.01 0.01  1.08
C 3.97 -1.34 1.12  -0.04
C 2.58 -1.41 1.27  -0.12
N 2.00 -0.55 0.43  -0.07
N 2.97 0.08 -0.25  -0.03
C 4.17 -0.38 0.14  -0.05
B 2.62 1.15 -1.31  -0.49
N 1.72 0.50 -2.39  -0.03
C 1.90 0.38 -3.71  -0.05
C 0.81 -0.28 -4.25  -0.04
C -0.02 -0.54 -3.15  -0.12
N 0.54 -0.06 -2.04  -0.07
N 1.82 2.28 -0.62  -0.03
C 2.09 3.59 -0.52  -0.05
C 1.07 4.19 0.20  -0.04
C 0.20 3.15 0.51  -0.12
N 0.66 2.01 0.01  -0.07
H 4.71 -1.91 1.65  0.10
H 1.98 -2.02 1.92  0.11
H 5.07 0.00 -0.29  0.13
H 3.62 1.59 -1.81  0.12
H 2.79 0.76 -4.18  0.13
H 0.64 -0.54 -5.28  0.10
H -0.97 -1.03 -3.11  0.11
H 2.98 4.00 -0.96  0.13
H 0.97 5.23 0.46  0.10
H -0.73 3.17 1.05  0.11
C -2.79 -2.00 3.35  -0.19
As -3.16 -1.39 1.58  0.98
C -4.49 -0.02 1.66  -0.19
C -3.82 -2.85 0.54  -0.19
O -1.77 -0.78 0.89  -0.64
H -3.69 -2.39 3.82  0.05
H -2.40 -1.16 3.93  0.05
H -2.03 -2.78 3.29  0.05
H -5.41 -0.41 2.11  0.05
H -4.69 0.33 0.65  0.05
H -4.11 0.80 2.27  0.05
H -4.72 -3.26 0.99  0.05
H -3.05 -3.61 0.50  0.05
H -4.04 -2.48 -0.46  0.05

[3]
Formula: C12H19Cl15F3IOSi2
Source: the OMol25 dataset
Level of theory: ωB97M-V/def2-TZVPD

Values from the calculation:
- Kohn-Sham gap: 0.3459 Eh
- E_HOMO: -9.0 eV
- Spin multiplicity: 1

Each line ends with the Löwdin charge.
Positions of all 53 atoms, in Å:
F -2.11 -1.46 1.14  0.14
C -2.85 -1.21 0.08  -0.31
F -3.02 -2.28 -0.69  0.14
C -3.37 -0.02 -0.23  -0.22
F -3.89 0.70 0.80  0.04
C -3.41 0.60 -1.58  -0.16
C -2.11 0.36 -2.37  -0.24
Si -0.79 1.71 -2.22  0.49
C -1.28 3.23 -3.20  -0.25
C -2.54 3.97 -2.74  -0.38
C -2.41 4.59 -1.35  -0.68
I -3.29 6.55 -1.26  0.75
O 0.56 1.06 -2.99  -0.43
Si 1.81 0.52 -2.02  0.50
H -4.22 0.16 -2.16  0.12
H -3.66 1.64 -1.45  0.10
H -1.64 -0.59 -2.13  0.08
H -2.35 0.36 -3.43  0.01
H -0.46 1.99 -0.79  -0.06
H -0.47 3.95 -3.23  0.09
H -1.43 2.89 -4.23  0.07
H -2.69 4.80 -3.43  0.06
H -3.45 3.38 -2.83  0.08
H -2.94 3.99 -0.62  0.01
H -1.38 4.71 -1.05  -0.01
H 2.07 -0.89 -2.41  -0.06
H 3.04 1.27 -2.38  -0.06
H 1.51 0.60 -0.58  -0.07
C 1.19 -3.73 1.37  -1.54
Cl 1.86 -2.21 0.76  0.52
Cl 1.86 -5.11 0.50  0.53
Cl 1.48 -3.88 3.10  0.49
H 0.12 -3.71 1.20  0.00
C 3.95 -4.07 6.34  -1.53
Cl 2.20 -3.97 6.15  0.51
Cl 4.75 -4.28 4.77  0.54
Cl 4.58 -2.65 7.17  0.54
H 4.18 -4.94 6.95  0.01
C -0.39 3.64 2.31  -1.52
Cl -2.00 2.93 2.20  0.56
Cl 0.58 2.81 3.53  0.54
Cl 0.41 3.59 0.74  0.55
H -0.50 4.68 2.60  0.02
C 8.06 -5.52 6.23  -1.57
Cl 9.20 -6.39 5.20  0.53
Cl 7.49 -6.55 7.54  0.52
Cl 8.79 -4.04 6.87  0.52
H 7.21 -5.24 5.64  -0.05
C -3.74 0.39 -6.43  -1.53
Cl -3.38 -1.02 -5.44  0.56
Cl -4.21 1.76 -5.41  0.55
Cl -2.36 0.82 -7.44  0.54
H -4.57 0.16 -7.08  0.01